Entry from the Open Molecules 2025 dataset: a structure of composition C33H51BrHgNP3 (ωB97M-V/def2-TZVPD).

F_max	2.26	eV/Å
net charge	+2
LUMO	-7.806	eV
gap between HOMO and LUMO	0.1790	hartree

Each line ends with the Mulliken charge.
Atoms and positions in Å:
1 N -4.9919 -1.2912 2.9709  -0.536
2 C -4.5762 -0.1940 3.6158  -0.564
3 C -4.4163 1.0357 2.9741  -0.298
4 C -4.5825 1.1086 1.5688  0.704
5 C -5.1881 -0.0143 0.9510  -0.291
6 C -5.3257 -1.1953 1.6787  -0.634
7 C -4.0795 2.1974 0.7675  -0.648
8 Hg 0.3300 0.1392 -0.7664  1.487
9 P 2.7354 0.4541 -1.8944  0.379
10 C -4.2433 2.2741 -0.5957  -0.771
11 C -3.1677 2.7222 -1.4382  0.610
12 C -3.0395 2.2397 -2.7703  -0.892
13 C -1.8044 2.3068 -3.4120  -0.436
14 C -0.7438 2.9495 -2.7679  0.200
15 C -0.8744 3.5391 -1.5137  -0.440
16 C -2.1012 3.4614 -0.8690  -0.530
17 Br 0.8815 3.3121 -3.7573  -0.105
18 H -3.6200 3.0411 1.2878  0.495
19 H -5.1058 1.8429 -1.0994  0.628
20 H -4.1016 1.9197 3.5364  0.469
21 H -5.4621 -0.0006 -0.1026  0.238
22 H -4.3356 -0.2888 4.6833  0.415
23 H -5.6976 -2.0949 1.1799  0.522
24 H -3.8929 1.7995 -3.2877  0.423
25 H -2.2341 3.9678 0.0857  0.499
26 H -1.6333 1.9011 -4.4068  0.505
27 H -0.0237 4.0467 -1.0714  0.524
28 P -0.6284 -2.3342 -0.7689  0.580
29 C 3.1049 2.1198 -1.1715  -0.118
30 C 3.9943 3.1146 -1.8967  -1.333
31 H 3.5475 1.8692 -0.1938  0.480
32 H 2.1323 2.5848 -0.9610  -0.021
33 H 4.1269 3.9879 -1.2447  0.415
34 H 4.9932 2.7289 -2.0946  0.314
35 H 3.5574 3.4663 -2.8344  0.162
36 C 2.4057 0.3875 -3.7061  0.324
37 C 3.5648 0.6521 -4.6526  -1.412
38 H 1.6162 1.1340 -3.8946  -0.237
39 H 1.9556 -0.5970 -3.9024  0.310
40 H 3.1703 0.9022 -5.6457  0.416
41 H 4.1778 1.5012 -4.3306  0.255
42 H 4.2154 -0.2237 -4.7713  0.352
43 C 4.3105 -0.4403 -1.7125  -0.624
44 C 5.6083 0.3346 -1.9155  -1.443
45 H 4.2640 -1.2768 -2.4177  0.499
46 H 4.2823 -0.8773 -0.7077  0.455
47 H 6.4570 -0.3562 -1.9549  0.411
48 H 5.6247 0.8863 -2.8596  0.279
49 H 5.8091 1.0422 -1.1057  0.363
50 C 0.1471 -3.7930 0.0384  -0.801
51 C 1.6238 -4.0089 -0.2720  -1.272
52 H -0.4470 -4.6601 -0.2923  0.491
53 H 0.0017 -3.6710 1.1210  0.411
54 H 1.9509 -4.9205 0.2415  0.412
55 H 1.8116 -4.1542 -1.3417  0.330
56 H 2.2429 -3.1799 0.0898  0.254
57 C -0.7079 -2.9695 -2.4897  -0.709
58 C -1.5789 -2.1664 -3.4502  -1.157
59 H -1.0915 -3.9964 -2.3822  0.474
60 H 0.3311 -3.0296 -2.8443  0.371
61 H -1.4650 -2.6051 -4.4463  0.431
62 H -2.6417 -2.2292 -3.1890  0.351
63 H -1.2887 -1.1099 -3.5125  0.181
64 C -2.4027 -2.5117 -0.2791  0.036
65 C -2.6871 -3.2779 1.0056  -1.235
66 H -2.9073 -2.9968 -1.1285  0.626
67 H -2.7929 -1.4869 -0.2054  -0.168
68 H -3.7681 -3.4119 1.1216  0.325
69 H -2.2394 -4.2750 1.0095  0.446
70 H -2.3352 -2.7458 1.8936  0.086
71 C -1.1127 -0.5536 2.6832  -0.750
72 P 0.4666 0.2615 2.1633  0.286
73 C -0.0741 2.0148 2.2234  -0.985
74 C 1.4190 0.0758 3.7360  0.480
75 C 0.9415 0.6350 4.9317  -0.422
76 C 1.6634 0.4943 6.1177  -0.697
77 C 2.8637 -0.2269 6.1371  -0.513
78 C 3.3345 -0.8180 4.9542  -0.511
79 C 2.6166 -0.6726 3.7612  -0.372
80 H -1.8615 -0.4207 1.8885  -0.189
81 H -1.4948 -0.1127 3.6197  0.532
82 H -0.9235 -1.6305 2.8186  0.323
83 H -0.9421 2.1251 2.8811  0.383
84 H 0.7529 2.6486 2.5612  0.462
85 H -0.3588 2.3158 1.2095  0.037
86 H -0.0033 1.1806 4.9320  0.219
87 H 1.2856 0.9554 7.0328  0.398
88 H 3.4365 -0.3254 7.0616  0.386
89 H 4.2683 -1.3904 4.9569  0.402
90 H 2.9711 -1.1422 2.8379  0.271



Entry from the Open Molecules 2025 dataset: the molecule C2H4N2S2 (ωB97M-V/def2-TZVPD).

F_max	2.25	eV/Å
structure (SMILES)	C1=NSCSN1
LUMO	0.657	eV
energy above the lowest of the compared OMol25 structures with the same formula, charge and spin	1.867	eV
gap between HOMO and LUMO	0.3241	hartree

Each line ends with the natural charge from an NBO analysis.
Atoms and positions in Å:
1 C -1.2405 0.5646 -0.4379  -0.767
2 C 1.0340 -0.8617 0.1800  0.245
3 H -1.5667 0.1730 0.4965  0.225
4 H -1.9278 1.2484 -0.9127  0.250
5 H 1.2907 0.5038 1.5836  0.396
6 H 1.7635 -1.4399 0.7267  0.174
7 N 1.1421 0.4637 0.6023  -0.755
8 N 0.2774 -1.5409 -0.6205  -0.652
9 S 0.0957 1.6863 -0.0882  0.412
10 S -0.8685 -0.7972 -1.5298  0.472



Entry from the Open Molecules 2025 dataset: the molecule C3H4N2O (ωB97M-V/def2-TZVPD).

F_max	4.81	eV/Å
structure (SMILES)	On1ccnc1
LUMO	0.467	eV
energy above the lowest of the compared OMol25 structures with the same formula, charge and spin	3.631	eV
gap between HOMO and LUMO	0.3455	hartree

Each line ends with the natural charge from an NBO analysis.
Atoms and positions in Å:
1 C -0.2862 1.1343 -0.1293  -0.234
2 C -1.5051 0.4828 0.0827  -0.028
3 C -0.0894 -1.0348 -0.0238  0.166
4 H 2.2905 0.9358 -0.1650  0.487
5 H 0.0124 2.1406 0.2276  0.217
6 H -2.3650 1.1266 0.1804  0.203
7 H 0.6234 -1.9045 -0.0105  0.205
8 N 0.6304 0.0180 -0.1025  -0.047
9 N -1.4207 -0.8020 0.0029  -0.470
10 O 2.0318 -0.0382 0.1109  -0.499